ORCA calculation (ωB97M-V/def2-TZVPD) on an isolated molecule of C12H13NO at a distorted geometry.

Its spin multiplicity is 1. The energy above the lowest of the compared OMol25 structures with the same formula, charge and spin comes out at 42.6 kcal per mole. Its structure (SMILES) is O[C@@]12CCCCC1=Nc1ccccc12. Its gap between HOMO and LUMO is 8.69 eV.

Each line ends with the Löwdin charge.
CARTESIAN COORDINATES (ANGSTROEM)
O -1.30 -0.87 1.28  -0.046
N 1.35 -1.03 -0.83  0.183
C -0.47 -0.01 0.48  -0.364
C 1.87 -0.51 1.60  -0.142
C 0.24 -0.89 -1.65  -0.231
C 0.16 -1.23 -2.97  -0.028
C -0.87 -0.32 -0.94  -0.107
C 1.01 -0.46 0.29  -0.185
C 0.89 1.71 1.84  -0.244
C -1.04 -1.04 -3.55  -0.108
C -2.05 -0.12 -1.59  -0.033
C -2.17 -0.53 -2.92  -0.081
C -0.44 1.47 1.16  -0.090
C 1.42 0.52 2.62  -0.223
H 2.84 -0.17 1.18  0.111
H -2.99 0.23 -1.12  0.125
H 2.11 -1.64 1.90  0.159
H 0.78 2.55 2.51  0.107
H -1.17 -1.18 -4.60  0.096
H -1.30 1.37 1.92  0.140
H -3.18 -0.46 -3.39  0.116
H 1.05 -1.68 -3.36  0.114
H -0.90 -1.03 2.31  0.196
H 0.77 0.10 3.44  0.121
H -0.61 2.24 0.31  0.142
H 1.64 1.96 1.04  0.136
H 2.36 1.03 3.06  0.133